A molecular structure, C11H26N3OP2W. Source: the Open Molecules 2025 dataset; level of theory: ωB97M-V/def2-TZVPD.

XYZ file:
```
44
Properties=species:S:1:pos:R:3:forces:R:3
H 0.116 -2.153 4.406 -0.27 0.06 0.10
H 4.174 -2.557 4.555 -0.06 -0.09 0.14
H 2.578 -3.730 1.982 0.35 0.18 -0.04
H -3.885 2.018 0.183 0.74 -0.83 -0.47
P 2.207 -0.536 -1.669 0.48 0.21 -1.64
H -0.962 -1.536 3.092 0.17 -0.04 0.24
H 3.548 0.415 5.105 -0.18 -0.04 0.17
H -0.709 -3.272 3.296 0.17 0.09 0.05
C 2.607 -0.119 5.290 0.13 0.46 0.11
H 0.353 -3.471 0.789 0.43 0.00 0.03
C -3.065 1.333 -0.141 0.73 0.77 0.04
H -3.527 -0.550 0.959 -0.17 0.14 -0.25
H 1.658 -0.013 -2.919 0.46 -0.45 0.84
C -1.605 -0.558 -0.244 -1.15 2.47 -1.46
H 1.517 -2.125 0.305 -0.24 -1.80 -0.21
H 4.852 -1.345 0.420 -0.06 0.11 0.36
H 3.364 0.312 -1.569 -0.29 -0.52 -0.24
C 3.139 -2.496 4.913 0.16 -0.15 0.01
C 4.424 -0.946 1.353 0.09 0.17 -0.11
H 2.773 -1.784 -2.130 -0.11 0.84 0.10
H -1.737 -1.517 -0.755 0.34 -0.03 0.25
N 0.960 -2.258 2.529 -0.85 0.66 -1.59
H 4.325 -3.454 2.239 -0.27 0.19 -0.23
C 3.450 -3.175 1.629 0.07 -0.08 -0.21
C -0.950 0.612 -1.057 -2.76 -0.42 0.76
H 2.605 -3.402 4.614 0.02 0.10 -0.01
H -1.767 2.748 -1.352 -0.33 -0.64 0.26
N 3.201 -1.715 1.660 0.16 0.80 0.69
H 3.640 -3.465 0.587 0.08 0.03 0.21
H 5.180 -1.018 2.160 -0.34 -0.02 -0.40
N 2.477 -1.293 4.430 -0.11 -0.01 -0.75
C -1.959 1.746 -0.939 1.60 -1.89 0.97
H -0.685 0.408 -2.104 0.33 0.05 0.40
H 4.174 0.111 1.184 0.06 -0.31 0.19
H 3.158 -2.445 6.005 0.01 -0.19 -0.20
H 2.587 -0.462 6.329 -0.03 0.13 -0.18
C -2.900 0.005 0.269 2.66 -0.34 -0.27
H -0.371 -1.831 0.760 -0.05 -1.53 0.80
C -0.221 -2.295 3.382 -0.38 -0.21 0.14
P 2.133 -1.060 2.829 0.48 -1.44 0.87
W 0.902 -0.530 0.234 -1.20 4.56 -0.49
C 0.591 -2.441 1.052 -0.41 0.01 2.30
H 1.775 0.573 5.127 0.23 -0.16 0.03
O 1.941 0.410 2.627 -0.69 -0.86 -1.33
```
Positions in Å, forces in eV/Å.

Computed properties:
E in hartree: -1423.5405
LUMO level (spin up / spin down) in eV: -3.7 / -3.9
Total charge: +1
Orbital gap (spin up / spin down) in eV: 6.7 / 6.5
HOMO level (spin up / spin down) in eV: -10.46 / -10.42
ΔE to the lowest compared entry with this formula, charge and spin in kJ/mol: 543.8
F_max in eV Å⁻¹: 4.7
Spin multiplicity: 3



A single C25H30N4O2 molecule. Source: the Open Molecules 2025 dataset; level of theory: ωB97M-V/def2-TZVPD.

XYZ file:
```
61
Properties=species:S:1:pos:R:3:forces:R:3
C 3.010 -1.144 -2.037 0.11 0.03 0.12
H 1.043 -1.814 -2.559 -0.08 -0.03 -0.09
H -0.140 -0.090 1.490 0.02 -0.01 0.07
C 5.258 -0.365 -1.346 0.09 -0.18 0.08
H 1.833 -1.376 1.621 -0.07 0.00 0.07
H -3.802 -2.918 -0.080 0.04 0.04 -0.06
H 8.672 1.362 0.482 -0.07 -0.03 0.08
H 5.970 -1.243 0.357 -0.10 0.01 -0.12
C -1.864 -3.003 0.844 0.21 0.17 -0.34
H 4.081 -0.631 1.130 0.07 0.01 0.04
C -0.605 -2.147 0.980 -0.20 -0.09 0.70
C -5.064 0.652 0.756 0.04 -0.18 -0.27
H 8.320 -0.973 -0.490 0.00 0.10 -0.05
C -2.900 -2.302 -0.030 0.03 -0.23 0.12
H 7.621 0.323 -1.502 0.09 -0.11 0.14
C 1.729 -1.561 -1.765 -0.16 -0.04 0.14
C 5.168 3.279 0.292 0.11 0.06 -0.11
C -4.376 -0.396 -0.131 -0.03 0.07 0.25
N -3.251 -1.016 0.545 -0.04 -0.05 -0.07
H -7.504 3.407 -2.083 0.00 0.06 -0.05
C -2.079 -0.159 0.569 0.12 0.09 0.24
H 7.780 0.263 1.569 0.04 0.16 -0.07
H -1.662 -0.024 -0.446 -0.08 0.06 0.04
C -6.347 2.175 -0.774 -0.01 -0.02 0.02
C 6.425 2.827 -0.030 -0.19 0.17 0.04
H -2.495 -2.194 -1.051 -0.09 -0.02 0.00
C 7.745 0.802 0.618 0.19 -0.54 -0.27
H -7.544 -0.398 1.043 0.00 -0.09 0.09
H -9.614 2.209 -1.630 -0.07 0.02 -0.03
O 0.002 -2.095 -0.302 -0.03 -0.04 -0.21
H 7.167 3.214 -0.698 0.16 0.05 -0.15
H 0.082 -2.625 1.694 -0.07 0.07 -0.15
N 6.239 -0.782 -0.498 0.23 -0.19 0.20
C -7.516 2.572 -1.398 -0.02 0.07 -0.08
O 5.498 0.300 -2.336 -0.08 0.12 -0.22
C 7.552 -0.195 -0.542 0.10 0.20 0.04
H 3.355 -1.049 -3.055 0.02 0.02 -0.10
N 5.576 1.396 1.435 -0.17 -0.50 0.59
C 4.683 2.342 1.213 0.15 0.09 -0.13
H -4.405 1.508 0.906 0.00 0.01 0.07
H -5.425 2.705 -0.973 0.11 0.06 -0.01
H -1.605 -3.965 0.401 0.03 -0.05 0.05
C -7.535 0.436 0.356 0.03 0.01 0.00
C 1.278 -1.663 -0.444 0.31 0.12 -0.19
C -8.706 0.831 -0.266 -0.09 -0.05 -0.01
C 2.148 -1.330 0.590 -0.39 -0.17 0.15
H -5.106 -1.179 -0.354 0.03 0.04 -0.05
H -2.280 -3.169 1.837 -0.01 -0.02 0.03
C -6.342 1.106 0.112 0.05 0.11 0.08
H -1.397 -0.846 2.489 0.02 0.02 0.06
H 3.735 2.321 1.713 -0.18 -0.04 0.12
H -2.364 0.821 0.954 0.04 0.00 -0.07
C 3.442 -0.928 0.310 0.14 -0.01 -0.27
H -4.080 0.067 -1.089 -0.04 -0.06 0.00
N 6.632 1.705 0.686 -0.01 0.45 -0.02
C -8.700 1.900 -1.145 -0.09 0.03 -0.05
H 4.669 4.150 -0.079 -0.05 0.18 -0.11
C -1.006 -0.754 1.476 0.12 -0.03 -0.39
H -5.265 0.196 1.726 0.04 0.02 0.02
C 3.892 -0.837 -1.001 -0.29 0.05 0.08
H -9.627 0.303 -0.063 -0.07 -0.04 0.02
```
Positions in Å, forces in eV/Å.

Computed properties:
E in hartree: -1340.1631
LUMO level in eV: 0.8
Structure (SMILES): O=C(NCCn1cccn1)c1ccc(OC2CCN(CCc3ccccc3)CC2)cc1
Orbital gap in eV: 9.3
HOMO level in eV: -8.51
ΔE to the lowest compared entry with this formula, charge and spin in kJ/mol: 184.2
F_max in eV Å⁻¹: 0.8